(1)
The following is a quantum chemistry calculation of C2H4O3Rh as an isolated structure in a non-equilibrium geometry, from the OMol25 dataset.

Structure (ORCA input):
```
! wB97M-V def2-TZVPD RIJCOSX def2/J DEFGRID3
* xyz 3 5
O 0.213 0.663 -1.460
C 0.214 -0.343 -0.767
Rh -2.012 0.029 -1.685
O -0.142 -0.292 0.483
O -0.468 -1.357 -1.340
H -0.098 -2.247 -1.226
C 0.469 0.706 1.337
H -0.167 1.594 1.283
H 0.510 0.237 2.322
H 1.481 1.009 1.053
*
```

Properties
- Strongest force on any atom: 4.8 eV/A
- Expectation value of S²: 6.019
- E_HOMO (spin up / spin down): -29.0 / -28.3 eV
- Frontier orbital gap (spin up / spin down): 11.50 / 6.96 eV

=====

(2)
The following is a quantum chemistry calculation of a 24-piece molecular cluster, C56H172N12O24 overall in a non-equilibrium geometry, from the OMol25 dataset.

Structure (ORCA input):
```
! wB97M-V def2-TZVPD RIJCOSX def2/J DEFGRID3
* xyz 0 1
C -5.127 3.373 0.403
C -6.009 2.166 0.829
O -5.194 1.069 1.222
H -4.570 3.243 -0.509
H -4.494 3.579 1.235
H -5.731 4.215 0.323
H -6.701 1.770 0.079
H -6.707 2.508 1.619
H -4.644 1.256 1.997
C 2.493 6.182 0.745
C 1.128 6.746 0.959
O 0.202 5.692 1.109
H 3.220 6.942 0.456
H 2.383 5.339 0.033
H 2.889 5.715 1.662
H 0.848 7.380 0.097
H 1.161 7.379 1.877
H -0.642 5.941 1.487
C -1.468 1.375 -0.027
C -0.258 0.566 0.254
O 0.935 1.353 0.052
H -1.474 1.516 -1.122
H -1.341 2.338 0.435
H -2.408 0.902 0.218
H -0.209 -0.242 -0.524
H -0.344 0.102 1.241
H 1.078 1.956 0.781
C 2.624 -3.015 2.217
C 2.067 -1.631 2.253
O 1.755 -1.138 3.548
H 2.784 -3.239 1.167
H 1.908 -3.685 2.664
H 3.566 -3.046 2.782
H 1.237 -1.487 1.528
H 2.829 -0.924 1.881
H 1.168 -1.771 3.970
C -8.278 -0.356 -2.611
C -7.095 0.008 -3.469
C -6.113 0.971 -2.844
O -5.035 1.188 -3.708
C -4.002 2.056 -3.181
N -6.411 -1.257 -3.708
H -8.918 0.468 -2.431
H -7.886 -0.756 -1.695
H -8.830 -1.163 -3.156
H -7.436 0.510 -4.382
H -5.764 0.536 -1.861
H -6.588 1.965 -2.594
H -4.367 3.082 -3.266
H -3.087 1.945 -3.835
H -3.791 1.741 -2.144
H -6.949 -1.970 -4.157
H -5.616 -0.955 -4.281
C 5.335 -1.808 -4.448
C 5.540 -0.349 -4.013
C 6.312 0.413 -5.126
O 7.663 -0.053 -5.081
C 8.481 0.608 -6.010
N 4.215 0.171 -3.721
H 4.748 -1.837 -5.388
H 4.765 -2.406 -3.688
H 6.319 -2.271 -4.592
H 6.112 -0.335 -3.093
H 6.300 1.463 -4.909
H 5.811 0.277 -6.125
H 9.464 0.242 -5.796
H 8.345 1.658 -5.861
H 8.206 0.488 -7.075
H 3.525 -0.196 -4.369
H 4.041 1.166 -3.767
C 0.076 -6.409 6.121
C 0.533 -5.035 5.569
C -0.685 -4.325 5.073
O -0.175 -3.216 4.330
C -1.232 -2.516 3.650
N 1.055 -4.312 6.662
H -0.096 -7.092 5.282
H -0.788 -6.331 6.736
H 0.900 -6.729 6.745
H 1.255 -5.163 4.674
H -1.256 -3.903 5.919
H -1.322 -4.900 4.401
H -0.711 -1.846 2.997
H -1.921 -1.949 4.295
H -1.840 -3.196 2.983
H 1.791 -4.754 7.154
H 1.539 -3.483 6.334
C 7.301 -2.110 -1.098
C 6.864 -1.594 0.268
C 5.389 -1.993 0.635
O 4.369 -1.808 -0.344
C 4.139 -0.434 -0.591
N 7.780 -1.897 1.308
H 7.674 -3.127 -0.934
H 8.038 -1.464 -1.528
H 6.448 -2.124 -1.758
H 6.813 -0.473 0.142
H 5.158 -1.323 1.525
H 5.352 -3.002 1.085
H 3.465 -0.294 -1.440
H 5.111 0.038 -0.921
H 3.888 0.072 0.326
H 8.556 -2.467 1.030
H 7.955 -1.113 1.940
C -1.303 1.309 4.495
C -1.693 2.558 3.703
C -3.200 2.756 3.835
O -3.982 1.561 3.620
C -4.793 1.148 4.743
N -0.982 3.717 4.111
H -1.291 1.459 5.562
H -0.272 1.053 4.259
H -1.982 0.460 4.264
H -1.464 2.321 2.703
H -3.563 3.553 3.210
H -3.403 2.977 4.906
H -5.280 0.232 4.394
H -5.644 1.823 4.973
H -4.172 0.922 5.635
H -0.049 3.739 3.712
H -1.005 3.755 5.120
C 6.773 2.640 -1.057
C 5.628 3.401 -0.379
C 4.364 3.380 -1.267
O 4.594 3.936 -2.536
C 3.368 4.338 -3.231
N 5.468 2.782 0.910
H 6.448 1.610 -1.176
H 7.655 2.598 -0.457
H 7.055 3.168 -1.944
H 6.019 4.432 -0.385
H 3.550 3.865 -0.703
H 4.071 2.310 -1.368
H 2.783 4.950 -2.531
H 2.781 3.444 -3.539
H 3.628 4.929 -4.143
H 5.447 1.774 0.711
H 4.517 3.057 1.186
C -3.454 -1.877 0.503
C -4.068 -2.901 -0.495
C -5.349 -3.483 0.072
O -5.831 -4.530 -0.842
C -6.599 -5.466 -0.218
N -4.211 -2.196 -1.773
H -3.390 -2.340 1.490
H -4.162 -1.099 0.606
H -2.494 -1.417 0.213
H -3.383 -3.752 -0.699
H -6.162 -2.795 0.154
H -5.292 -4.025 1.031
H -7.116 -6.103 -0.925
H -7.356 -5.085 0.478
H -5.915 -6.113 0.316
H -4.421 -2.712 -2.608
H -4.919 -1.449 -1.720
C -0.915 9.270 -2.094
C -2.155 9.230 -1.270
C -2.399 7.873 -0.556
O -2.636 6.933 -1.615
C -3.129 5.707 -1.144
N -2.155 10.409 -0.394
H -0.034 9.287 -1.500
H -0.907 10.138 -2.739
H -0.942 8.420 -2.803
H -2.985 9.295 -1.987
H -3.310 7.931 0.033
H -1.469 7.617 -0.031
H -4.245 5.681 -1.037
H -2.671 5.321 -0.190
H -2.801 5.008 -1.940
H -1.193 10.631 -0.123
H -2.853 10.313 0.306
C 1.831 -2.478 -2.430
C 0.753 -3.524 -2.808
C -0.199 -3.962 -1.725
O 0.467 -4.813 -0.860
C -0.148 -5.059 0.386
N -0.125 -2.929 -3.895
H 2.267 -2.090 -3.382
H 2.517 -2.890 -1.729
H 1.498 -1.519 -1.968
H 1.180 -4.465 -3.181
H -1.001 -4.500 -2.146
H -0.571 -3.029 -1.177
H 0.507 -5.662 0.953
H -1.110 -5.532 0.193
H -0.352 -4.099 0.883
H -0.716 -3.626 -4.366
H 0.403 -2.393 -4.575
C -6.246 -3.653 3.579
C -7.226 -2.989 2.674
C -8.665 -3.308 3.165
O -9.026 -4.610 2.931
C -10.234 -4.977 3.513
N -7.089 -1.507 2.749
H -6.156 -4.694 3.279
H -6.633 -3.672 4.659
H -5.307 -3.174 3.609
H -7.230 -3.504 1.720
H -9.341 -2.677 2.571
H -8.749 -3.035 4.221
H -10.289 -4.901 4.615
H -10.372 -6.006 3.367
H -11.059 -4.410 3.107
H -6.091 -1.342 2.769
H -7.336 -1.107 1.872
C 4.688 -7.530 -5.874
C 4.159 -6.329 -5.081
C 4.674 -6.282 -3.620
O 4.122 -5.152 -2.960
C 4.478 -5.115 -1.633
N 4.469 -5.081 -5.817
H 4.307 -7.493 -6.912
H 4.392 -8.456 -5.449
H 5.800 -7.578 -5.962
H 3.002 -6.402 -5.098
H 5.749 -6.236 -3.547
H 4.241 -7.196 -3.151
H 3.940 -4.337 -1.163
H 5.584 -4.989 -1.588
H 4.274 -6.057 -1.152
H 4.015 -4.278 -5.323
H 5.456 -4.862 -5.898
C 5.490 0.968 3.690
C 4.556 1.075 4.882
C 3.277 1.773 4.539
O 3.206 3.035 4.011
C 3.666 4.038 4.891
N 4.280 -0.208 5.466
H 6.452 0.475 3.996
H 5.704 1.937 3.201
H 4.945 0.388 2.929
H 5.068 1.677 5.653
H 2.618 1.714 5.436
H 2.671 1.162 3.812
H 4.744 4.017 4.905
H 3.284 3.958 5.931
H 3.414 5.028 4.442
H 3.981 -0.091 6.420
H 3.519 -0.693 5.080
O 1.408 2.021 -2.397
H 1.176 1.707 -1.529
H 1.005 2.893 -2.352
O 0.543 -0.580 -6.422
H -0.203 -0.702 -7.068
H 0.357 0.209 -5.833
O 1.335 3.254 1.936
H 2.172 3.211 2.440
H 1.134 4.186 1.686
O -3.680 -1.158 -5.299
H -3.980 -0.259 -5.274
H -3.126 -1.278 -4.488
O -2.400 6.196 2.530
H -2.839 6.935 3.052
H -2.100 5.573 3.192
O -0.287 0.959 -4.188
H 0.481 1.161 -3.595
H -0.898 0.360 -3.768
O -1.993 -0.842 -2.793
H -2.671 -1.273 -2.206
H -1.341 -1.571 -3.071
O -0.007 4.912 -1.902
H -0.322 4.843 -0.963
H -0.684 5.428 -2.278
*
```

Properties
- Strongest force on any atom: 3.9 eV/A
- E_HOMO: -8.5 eV
- Frontier orbital gap: 8.46 eV

=====

(3)
The following is a quantum chemistry calculation of C17H31BrCsF3LiO15SV as an isolated structure in a non-equilibrium geometry, from the OMol25 dataset.

Structure (ORCA input):
```
! wB97M-V def2-TZVPD RIJCOSX def2/J DEFGRID3
* xyz 0 1
O -1.277 4.933 3.314
C -1.349 4.499 2.132
Br -2.567 5.421 0.876
C -0.461 3.198 1.775
C 0.171 3.226 0.288
C -0.909 2.417 -0.569
C -0.349 1.844 -1.954
O 0.764 2.574 -2.505
C -1.468 1.807 -3.125
F -2.338 0.707 -2.999
F -0.696 1.611 -4.314
F -2.140 3.048 -3.300
O 0.356 4.525 -0.342
S 1.880 5.084 0.100
O 2.657 5.268 -1.186
O 1.827 6.353 0.901
O 2.429 3.759 1.025
C 1.654 2.644 0.435
C 1.917 1.296 1.258
C 0.828 0.117 1.010
O 1.382 -1.099 1.658
H 0.385 3.189 2.565
H -1.115 2.291 1.999
H -1.787 3.142 -0.780
H -1.385 1.531 -0.002
H -0.105 0.726 -1.774
H 1.494 1.902 -2.551
H 2.245 2.475 -0.537
H 2.036 1.530 2.373
H 2.961 0.867 0.919
H 0.701 -0.158 -0.103
H -0.154 0.340 1.543
H 0.755 -1.851 1.556
C 2.921 5.486 -4.590
C 2.318 4.679 -5.758
C 0.854 5.119 -5.974
O 2.312 3.401 -5.413
H 2.373 5.339 -3.653
H 3.966 5.214 -4.415
H 2.895 6.558 -4.817
H 2.866 4.995 -6.660
H 0.235 4.958 -5.086
H 0.395 4.580 -6.807
H 0.813 6.188 -6.212
Li 3.027 -0.506 0.210
C -2.136 -6.486 4.973
C -1.821 -5.001 4.942
O -1.337 -4.593 3.652
C -2.272 -4.466 2.693
O -3.454 -4.654 2.824
O -1.651 -4.117 1.549
C -2.522 -4.052 0.415
H -1.269 -7.072 4.654
H -2.421 -6.797 5.980
H -2.956 -6.735 4.294
H -1.023 -4.787 5.655
H -2.685 -4.398 5.234
H -3.377 -3.401 0.606
H -2.855 -5.057 0.146
H -1.955 -3.640 -0.421
C 0.023 -9.351 4.840
O 0.291 -8.322 5.634
H -1.034 -9.651 4.740
H 0.312 -9.259 3.777
H 0.488 -10.318 5.094
O 1.967 -0.544 -6.232
V 2.170 -0.712 -4.516
O 2.374 -0.876 -2.785
O -4.271 -1.142 -1.315
H -4.048 -0.423 -1.903
Cs 2.149 -9.374 4.960
*
```

Properties
- Strongest force on any atom: 15.3 eV/A
- E_HOMO: -6.8 eV
- Frontier orbital gap: 1.68 eV